Arrangement A

Below is 2 unconnected molecules or ions with the total composition C6H18N2, with properties calculated with ωB97M-V/def2-TZVPD.

The geometry in XYZ format:
```
26
Properties=species:S:1:pos:R:3:mulliken_charge:R:1
N -1.5597 0.3787 -2.3654 -0.161
C -0.1888 0.7037 -2.0449 -0.537
C -2.3026 0.7078 -1.1440 -0.761
C -1.8097 1.1250 -3.5565 -0.877
H -0.0944 1.7986 -1.9504 0.391
H 0.4472 0.3666 -2.8807 0.370
H 0.1767 0.2375 -1.1145 -0.199
H -1.9965 -0.0076 -0.3622 0.221
H -3.3888 0.6072 -1.3072 0.336
H -2.0938 1.7302 -0.7866 0.310
H -1.5532 2.1908 -3.4351 0.338
H -2.8755 1.0486 -3.8304 0.302
H -1.2044 0.7089 -4.3794 0.304
N 1.5585 -0.4403 2.1444 -0.111
C 0.0857 -0.3795 2.3192 -0.776
C 2.1308 -0.9244 3.3697 -0.964
C 2.0851 -1.2501 1.0347 -0.683
H -0.2508 0.3140 1.5302 0.196
H -0.1866 0.0448 3.3002 0.356
H -0.4422 -1.3396 2.1923 0.296
H 3.2224 -1.0462 3.2687 0.296
H 1.6801 -1.9169 3.5380 0.385
H 1.9273 -0.2918 4.2501 0.277
H 3.1739 -1.1216 0.9135 0.300
H 1.5868 -0.9231 0.1066 0.055
H 1.8724 -2.3212 1.1897 0.335
```

**HOMO energy**: -8.46 eV
**Frontier orbital gap**: 9.49 eV
**SMILES**: CN(C)C.CN(C)C
**LUMO**: 1.03 eV
**Total charge**: 0

---

Arrangement B

Below is 3 unconnected molecules or ions with the total composition C6H18N2, with properties calculated with ωB97M-V/def2-TZVPD.

The geometry in XYZ format:
```
26
Properties=species:S:1:pos:R:3:mulliken_charge:R:1
C -0.0166 0.9976 -1.4896 0.595
C 0.9170 0.9354 -2.7039 -1.422
C -0.6919 2.3633 -1.3936 -1.446
N 0.6627 0.7153 -0.2305 -0.576
H -0.7884 0.2256 -1.5990 0.264
H 1.4014 1.3905 -0.0692 0.238
H -0.5940 0.0299 1.0892 0.298
H 1.3978 -0.0391 -2.7673 0.355
H -1.3348 2.3997 -0.5177 0.335
H 0.3620 1.1059 -3.6226 0.405
H 1.6923 1.6963 -2.6242 0.325
H 0.0556 3.1503 -1.3069 0.342
H -1.2949 2.5535 -2.2781 0.397
C -0.1100 -2.7320 0.9031 -0.348
C -0.5759 -0.1599 3.1244 -0.912
C 0.8575 -2.5805 -0.0063 -0.715
N -1.1733 -0.4231 1.8260 -0.380
H -2.0974 -0.0035 1.7822 0.260
H -1.1424 -2.8332 0.6083 0.200
H 0.1180 -3.0115 1.9208 0.259
H -0.4364 0.9086 3.3416 0.306
H 0.3992 -0.6450 3.1582 0.282
H -1.2088 -0.5923 3.9066 0.326
H 1.0738 -0.2298 -0.2468 0.020
H 1.9029 -2.6885 0.2556 0.300
H 0.6245 -2.5334 -1.0603 0.292
```

**HOMO energy**: -8.35 eV
**Frontier orbital gap**: 9.40 eV
**SMILES**: CC(C)N.C=C.CN
**LUMO**: 1.05 eV
**Total charge**: 0

---

Result of the stability comparison: arrangement B is the most stable of them.

---

Arrangement A

Below is C6H8F2 in the gas phase, with properties calculated with ωB97M-V/def2-TZVPD.

The geometry in XYZ format:
```
16
Properties=species:S:1:pos:R:3:mulliken_charge:R:1
C 0.5322 2.2655 1.6676 -1.094
C 0.7451 1.1907 0.6779 0.542
C 0.1995 -0.0331 0.6619 -0.411
C 0.4608 -1.0235 -0.4026 -0.399
C -0.8158 -1.6633 -0.9054 0.476
C -1.3008 -1.7028 -2.1785 -0.853
H 1.4923 2.4750 2.1673 0.290
H -0.2195 1.9737 2.4471 0.280
H 0.1902 3.2047 1.1998 0.308
H -0.3865 -0.3137 1.4999 0.325
H 0.9963 -0.5595 -1.2022 0.306
H 1.1096 -1.8294 0.0040 0.255
H -0.8200 -1.0903 -2.9562 0.241
H -2.1735 -2.2826 -2.4226 0.298
F 1.4981 1.6330 -0.3720 -0.288
F -1.5079 -2.2445 0.1141 -0.276
```

**HOMO energy**: -9.36 eV
**Frontier orbital gap**: 10.32 eV
**SMILES**: C=C(F)C/C=C(/C)F
**LUMO**: 0.96 eV
**Total charge**: 0

---

Arrangement B

Below is C6H8F2 in the gas phase, with properties calculated with ωB97M-V/def2-TZVPD.

The geometry in XYZ format:
```
16
Properties=species:S:1:pos:R:3:mulliken_charge:R:1
C -2.5343 -0.2974 0.0958 -0.996
C -1.1506 0.3437 -0.1173 0.553
C -0.0349 -0.4326 -0.1114 0.263
C 1.3588 -0.0130 -0.0357 0.605
C 1.8213 1.4073 -0.0109 -1.377
C 2.2915 -1.0094 0.1061 -0.983
H -2.4828 -1.3958 0.2672 0.270
H -2.7751 0.2213 0.9939 0.277
H -3.3124 -0.1579 -0.6851 0.297
H 2.1307 1.5731 1.0210 0.325
H 2.7218 1.7465 -0.5803 0.351
H 0.9976 2.0477 -0.2750 0.357
H 3.3570 -0.6647 0.2106 0.272
H 2.0409 -1.9768 -0.1961 0.362
F -1.1142 1.6572 0.0016 -0.245
F -0.3512 -1.8111 -0.0367 -0.331
```

**HOMO energy**: -8.39 eV
**Frontier orbital gap**: 9.19 eV
**SMILES**: C=C(C)/C(F)=C(/C)F
**LUMO**: 0.80 eV
**Total charge**: 0

---

Result of the stability comparison: arrangement A is the most stable of them.

---

Arrangement A

Below is a molecular structure, C43H53N8RuSbSeSi3, with properties calculated with ωB97M-V/def2-TZVPD.

The geometry in XYZ format:
```
110
Properties=species:S:1:pos:R:3:mulliken_charge:R:1
Ru -0.3684 1.4641 -0.8820 0.312
C -2.6243 1.9983 1.6017 -2.354
N -1.9067 2.4654 0.4162 2.180
C -2.3421 3.5439 -0.1452 -0.460
C -1.8181 3.9376 -1.3939 -0.630
C -2.0944 5.0297 -2.2133 -1.194
C -1.2798 4.8808 -3.3320 -1.246
C -0.5503 3.7065 -3.1467 -0.584
N -0.8755 3.1207 -1.9814 1.202
C -2.5882 2.9224 2.7923 0.922
C -3.7221 3.0348 3.5896 -0.643
C -3.7166 3.8294 4.7267 -0.629
C -2.5752 4.5352 5.0708 -0.523
C -1.4434 4.4478 4.2715 -0.579
C -1.4525 3.6468 3.1402 -0.011
H -2.2166 1.0237 1.8635 0.327
H -3.6701 1.8150 1.3344 0.776
H -3.1368 4.1369 0.3096 0.416
H -2.7974 5.8179 -1.9997 0.527
H -1.2000 5.5384 -4.1809 0.472
H 0.1856 3.2910 -3.8023 0.385
H -4.6179 2.4877 3.3180 0.399
H -4.6090 3.9045 5.3349 0.399
H -2.5689 5.1660 5.9499 0.400
H -0.5559 5.0161 4.5099 0.475
H -0.5757 3.6119 2.5044 0.107
C 2.0047 -2.9201 -1.9951 -1.453
Sb 0.3409 -1.7623 -1.2235 -0.637
C 1.3021 0.1991 -1.3746 0.773
C 2.6439 0.3604 -0.7111 0.176
C 2.8543 0.9731 0.5274 -0.174
C 4.1379 1.1746 0.9912 -0.730
C 5.2107 0.7104 0.2441 -0.699
C 4.9216 0.0522 -0.9350 -0.844
N 3.6898 -0.1126 -1.4060 -0.114
Si 1.5504 0.6858 -3.2225 1.046
C 2.6286 -0.3579 -4.3767 -1.578
C -0.0673 0.6275 -4.1956 -1.412
C 2.4197 2.3576 -3.1544 -1.246
C 0.2629 -2.6213 0.8593 2.768
C -0.1635 -1.5268 1.8024 -2.676
C -0.7213 -1.8292 3.0539 -0.204
C -0.9716 -0.8306 3.9713 -1.226
C -0.6622 0.4800 3.6352 -0.769
C -0.1785 0.7060 2.3628 -1.856
N 0.0373 -0.2500 1.4563 1.998
Si -1.1165 -3.9480 0.6605 0.470
C -2.8001 -3.1400 0.5818 -0.778
C -1.2003 -5.2352 2.0472 -1.201
C -0.8720 -4.9642 -0.9053 -1.179
Si 1.8729 -3.3856 1.5509 0.234
C 3.3385 -2.2356 1.4575 -0.705
C 2.3038 -5.0286 0.7378 -1.124
C 1.7492 -3.7727 3.3979 -1.349
H 2.2531 -2.4992 -2.9610 0.275
H 1.6894 -3.9531 -2.1296 0.611
H 2.8939 -2.8742 -1.3725 0.302
H 2.0113 1.3022 1.1055 0.277
H 4.3009 1.6936 1.9274 0.420
H 6.2330 0.8603 0.5605 0.449
H 5.7197 -0.3540 -1.5499 0.443
H 2.1386 -1.2801 -4.6867 0.353
H 3.5866 -0.5984 -3.9328 0.335
H 2.7935 0.2303 -5.2836 0.420
H -0.2385 -0.4116 -4.4833 0.572
H 0.0723 1.1801 -5.1288 0.498
H -0.9739 0.9975 -3.7211 0.396
H 3.4213 2.2026 -2.7538 0.379
H 1.9207 3.0886 -2.5188 0.238
H 2.5346 2.7882 -4.1519 0.495
H -0.9224 -2.8574 3.3091 0.374
H -1.3907 -1.0724 4.9398 0.439
H -0.8223 1.3070 4.3121 0.583
H 0.0274 1.7209 2.0324 0.602
H -2.9615 -2.4313 1.3940 0.268
H -3.5773 -3.9050 0.6364 0.512
H -2.9267 -2.5941 -0.3508 -0.095
H -1.6167 -4.8411 2.9736 0.384
H -0.2450 -5.7012 2.2780 0.317
H -1.8731 -6.0254 1.7074 0.485
H -0.9617 -4.3677 -1.8121 0.250
H -1.6587 -5.7205 -0.9399 0.502
H 0.0859 -5.4815 -0.9247 0.339
H 3.6517 -1.9792 0.4482 0.027
H 4.1834 -2.7051 1.9666 0.580
H 3.1173 -1.3039 1.9755 0.070
H 2.4238 -4.9630 -0.3399 0.367
H 1.5637 -5.7991 0.9511 0.275
H 3.2546 -5.3662 1.1555 0.441
H 1.6496 -2.8674 3.9957 0.371
H 2.6849 -4.2551 3.6902 0.418
H 0.9354 -4.4442 3.6638 0.310
Se -2.6396 0.2914 -1.1818 0.089
C -3.3388 -0.8255 -2.5687 0.089
C -2.6947 -1.3779 -3.6716 0.432
C -3.3971 -2.2118 -4.5287 -0.450
N -4.6756 -2.5444 -4.3833 -0.690
C -5.2942 -2.0102 -3.3299 -0.412
C -4.6893 -1.1648 -2.4201 -0.613
H -1.6544 -1.1753 -3.8655 -0.224
H -2.8900 -2.6403 -5.3877 0.365
H -6.3405 -2.2725 -3.2074 0.349
H -5.2599 -0.7677 -1.5904 0.396
N 0.9086 2.8393 0.0306 -0.307
C 1.6916 3.5784 0.4549 1.443
C 2.6375 4.4696 0.9425 -0.338
C 2.2507 5.4778 1.8456 0.003
N 1.9338 6.3067 2.5846 -0.642
C 3.9872 4.3261 0.5575 -0.086
N 5.0911 4.2028 0.2441 -0.644
```

**HOMO energy (alpha / beta)**: -5.02 / -4.97 eV
**Multiplicity**: 2
**Frontier orbital gap (alpha / beta)**: 7.04 / 6.16 eV
**⟨S²⟩**: 0.76
**LUMO (alpha / beta)**: 2.01 / 1.19 eV
**Total charge**: -1

---

Arrangement B

Below is a molecular structure, C43H53N8RuSbSeSi3, with properties calculated with ωB97M-V/def2-TZVPD.

The geometry in XYZ format:
```
110
Properties=species:S:1:pos:R:3:mulliken_charge:R:1
Ru 0.1002 0.0099 -0.2642 0.081
C -2.2301 2.4949 0.4226 -0.612
N -1.9013 1.0934 0.1203 1.646
C -2.9030 0.3047 -0.0351 -0.801
C -2.6987 -1.0448 -0.3950 -0.332
C -3.6178 -1.9901 -0.8432 -1.217
C -2.8620 -3.0612 -1.3180 -1.093
C -1.5239 -2.7128 -1.1356 -1.175
N -1.4082 -1.4972 -0.5633 1.777
C -3.1036 3.1280 -0.6304 -0.172
C -4.4231 3.4652 -0.3519 -0.194
C -5.2351 4.0187 -1.3350 -0.693
C -4.7301 4.2325 -2.6080 -0.524
C -3.4111 3.8993 -2.8966 -0.961
C -2.6044 3.3523 -1.9119 0.102
H -1.2908 3.0425 0.4814 -0.173
H -2.7283 2.5543 1.3969 0.531
H -3.9280 0.6691 0.0548 0.433
H -4.6909 -1.8771 -0.8439 0.510
H -3.2183 -3.9818 -1.7517 0.448
H -0.6632 -3.3035 -1.3875 0.344
H -4.8187 3.2965 0.6444 0.389
H -6.2617 4.2765 -1.1047 0.359
H -5.3619 4.6557 -3.3788 0.392
H -3.0044 4.0536 -3.8880 0.528
H -1.5747 3.0950 -2.1339 0.393
C 3.3705 -3.6330 0.6342 -1.327
Sb 1.4063 -2.7583 0.3848 -0.865
C 2.0258 -0.8538 -0.4912 1.788
C 3.1939 -0.2528 0.2296 -0.669
C 3.1114 0.6969 1.2548 0.208
C 4.2585 1.2219 1.8136 -0.276
C 5.4968 0.7887 1.3648 -0.932
C 5.5029 -0.1711 0.3680 -0.944
N 4.4031 -0.6752 -0.1810 0.209
Si 2.5164 -1.3044 -2.3032 0.941
C 3.9421 -2.5152 -2.6128 -1.443
C 1.1449 -2.1934 -3.2367 -0.853
C 3.0290 0.2851 -3.1524 -0.905
C 0.7878 -2.5412 2.5371 3.432
C 0.0787 -1.2439 2.7933 -2.899
C -0.6506 -1.1039 3.9869 -0.547
C -1.1419 0.1115 4.3995 -1.580
C -0.8826 1.2262 3.6170 -1.391
C -0.2405 1.0208 2.4205 -0.680
N 0.1829 -0.1764 1.9690 1.637
Si -0.4413 -4.0188 2.7319 0.636
C -2.1197 -3.5432 2.0680 -0.566
C -0.7590 -4.6247 4.4984 -1.243
C 0.1767 -5.5476 1.8311 -1.346
Si 2.1983 -2.7078 3.8241 0.370
C 3.6213 -1.5259 3.5820 -0.970
C 2.8771 -4.4618 3.9168 -1.112
C 1.6521 -2.2970 5.5854 -1.319
H 3.8875 -3.4552 -0.3050 0.251
H 3.2516 -4.7060 0.7836 0.477
H 3.9659 -3.2044 1.4346 0.335
H 2.1497 1.0252 1.6045 -0.138
H 4.1812 1.9689 2.5955 0.453
H 6.4221 1.1767 1.7691 0.473
H 6.4425 -0.5556 -0.0199 0.450
H 3.6461 -3.5557 -2.4571 0.294
H 4.8274 -2.2981 -2.0205 0.292
H 4.1995 -2.4177 -3.6731 0.426
H 1.2155 -3.2704 -3.0574 0.300
H 1.3108 -2.0403 -4.3079 0.382
H 0.1308 -1.8820 -3.0208 -0.037
H 4.0145 0.5881 -2.7891 0.237
H 2.3399 1.1084 -2.9714 0.122
H 3.1008 0.1181 -4.2306 0.434
H -0.7862 -1.9732 4.6105 0.435
H -1.6899 0.1922 5.3302 0.449
H -1.1908 2.2225 3.9015 0.594
H -0.0496 1.8410 1.7489 0.547
H -2.5155 -2.6447 2.5439 0.286
H -2.8213 -4.3597 2.2616 0.618
H -2.1014 -3.3659 0.9891 -0.160
H -1.3273 -3.9198 5.1079 0.414
H 0.1317 -4.9119 5.0538 0.325
H -1.3799 -5.5201 4.3944 0.471
H 0.2030 -5.4148 0.7496 0.354
H -0.5185 -6.3639 2.0480 0.516
H 1.1674 -5.8605 2.1655 0.364
H 4.1009 -1.5529 2.6062 0.181
H 4.3754 -1.7616 4.3398 0.486
H 3.2912 -0.5010 3.7571 0.201
H 3.2101 -4.8557 2.9618 0.316
H 2.1679 -5.1692 4.3473 0.301
H 3.7472 -4.4293 4.5794 0.415
H 1.4015 -1.2404 5.6923 0.345
H 2.5133 -2.4927 6.2320 0.450
H 0.8190 -2.8876 5.9613 0.304
Se 1.0254 2.4030 -0.7130 0.124
C 1.8792 3.5178 0.5918 0.350
C 1.2567 4.0596 1.7149 0.043
C 1.9669 4.9123 2.5475 -0.634
N 3.2273 5.2835 2.3366 -0.683
C 3.8099 4.7891 1.2435 -0.419
C 3.1956 3.9147 0.3636 -0.432
H 0.2186 3.8520 1.9391 0.256
H 1.4881 5.3278 3.4292 0.370
H 4.8345 5.1011 1.0669 0.376
H 3.7356 3.5294 -0.4916 0.348
N -0.2819 0.4033 -2.2312 -0.757
C -0.5257 0.6244 -3.3375 1.299
C -0.8191 0.8905 -4.6690 -0.038
C -0.7896 -0.1510 -5.6243 -0.179
N -0.7667 -0.9994 -6.4076 -0.612
C -1.1646 2.2085 -5.0435 0.022
N -1.4443 3.2889 -5.3435 -0.734
```

**HOMO energy (alpha / beta)**: -5.30 / -5.23 eV
**Multiplicity**: 2
**Frontier orbital gap (alpha / beta)**: 7.33 / 6.49 eV
**⟨S²⟩**: 0.76
**LUMO (alpha / beta)**: 2.03 / 1.26 eV
**Total charge**: -1

---

Result of the stability comparison: arrangement B is the most stable of them.

---

Arrangement A

Below is 2 unconnected molecules or ions with the total composition CIOS, with properties calculated with ωB97M-V/def2-TZVPD.

The geometry in XYZ format:
```
4
Properties=species:S:1:pos:R:3:mulliken_charge:R:1
C 0.4377 -0.1330 0.8610 0.517
O 0.4022 -1.1758 1.3627 -0.346
S 1.0122 1.1883 0.1468 -0.201
I -1.8521 0.1205 -2.3706 -0.970
```

**HOMO energy**: -3.32 eV
**Frontier orbital gap**: 6.33 eV
**LUMO**: 3.02 eV
**Total charge**: -1

---

Arrangement B

Below is a molecular structure, CIOS, with properties calculated with ωB97M-V/def2-TZVPD.

The geometry in XYZ format:
```
4
Properties=species:S:1:pos:R:3:mulliken_charge:R:1
C 0.0361 0.2018 -0.0766 0.001
O -1.5570 -1.5417 0.0610 -0.662
S -0.5380 1.6712 0.0221 -0.294
I 2.0588 -0.3313 -0.0066 -0.045
```

**HOMO energy (alpha / beta)**: -3.49 / -3.49 eV
**Frontier orbital gap (alpha / beta)**: 6.51 / 6.52 eV
**LUMO (alpha / beta)**: 3.03 / 3.03 eV
**Total charge**: -1

---

Result of the stability comparison: arrangement A is the most stable of them.